Entry 1:
DFT (wB97M-V/def2-TZVPD) results for C23H22Co2NO7 as an isolated structure at a distorted geometry.

## Properties
Net charge ... -1
Lowest unoccupied orbital energy ... 2.513 eV
Energy relative to the best compared isomer or geometry (same formula, charge and spin) ... 23.4 kJ/mol

Last column: natural (NBO) charge in e.
Element x y z (Å)
C 0.31 -0.69 -2.41  -0.6255
C 1.07 0.57 -2.54  -0.0355
C 2.54 0.43 -2.82  -0.6533
C 0.38 1.75 -2.76  -0.0151
N 0.73 2.68 -3.71  -0.4553
C 0.00 3.96 -3.56  -0.2384
C 0.59 4.99 -4.51  -0.0767
O 0.65 4.49 -5.85  -0.5345
C 1.52 3.35 -5.95  -0.0759
C 1.02 2.21 -5.07  -0.2340
H 0.95 -1.49 -2.02  0.2075
H -0.59 -0.59 -1.80  0.2431
H -0.03 -1.00 -3.42  0.1894
H 3.09 0.09 -1.93  0.2248
H 2.71 -0.34 -3.59  0.1936
H 3.00 1.37 -3.15  0.2109
H -0.49 1.99 -2.14  0.1832
H -1.07 3.81 -3.79  0.1741
H 0.11 4.29 -2.53  0.2150
H -0.07 5.86 -4.57  0.1917
H 1.59 5.27 -4.12  0.1663
H 1.46 3.07 -7.01  0.1917
H 2.56 3.60 -5.67  0.1626
H 1.77 1.41 -5.03  0.2158
H 0.10 1.81 -5.55  0.1735
O 0.41 -0.95 0.10  -0.5869
C 0.55 -0.82 1.24  0.5574
Co 0.68 -0.56 2.93  0.0724
C 2.22 -1.35 3.24  0.4481
O 3.29 -1.78 3.34  -0.5445
C 1.00 1.15 2.60  0.5037
O 1.14 2.28 2.38  -0.5254
C -1.02 -1.54 3.37  -0.3489
C -0.92 -2.98 3.50  0.0508
C -0.77 -3.76 2.34  -0.2272
C -0.65 -5.14 2.44  -0.2105
C -0.68 -5.76 3.70  -0.2592
C -0.81 -4.99 4.86  -0.2090
C -0.94 -3.60 4.77  -0.2541
C -1.31 -0.42 4.19  -0.1692
C -0.87 0.30 5.24  -0.4734
Co -2.22 -0.38 2.69  -0.1403
C -2.41 -1.02 1.05  0.5526
O -2.56 -1.38 -0.04  -0.5613
C -2.04 1.39 2.60  0.5142
O -1.92 2.54 2.59  -0.5599
C -3.90 -0.49 3.30  0.5028
O -5.04 -0.48 3.48  -0.5534
H -0.75 -3.26 1.37  0.2148
H -0.52 -5.72 1.54  0.2023
H -0.56 -6.84 3.77  0.1981
H -0.79 -5.46 5.84  0.1999
H -1.06 -2.98 5.66  0.2118
H -1.46 1.16 5.58  0.1984
H -0.01 -0.06 5.83  0.1967

Entry 2:
DFT (wB97M-V/def2-TZVPD) results for C43H40GeN4O5SSn as an isolated structure.

## Properties
Net charge ... -2
Lowest unoccupied orbital energy (alpha / beta) ... 4.169 / 4.165 eV
Energy relative to the best compared isomer or geometry (same formula, charge and spin) ... 341.9 kJ/mol

Last column: Mulliken charge in e.
Element x y z (Å)
Sn -1.84 -0.46 0.68  1.4785
O -6.08 1.27 0.58  -0.8230
C -4.98 1.02 1.10  -0.3210
O -4.33 -0.05 0.93  -0.6056
C -4.37 2.09 2.02  0.3967
C -3.48 1.49 3.12  -0.1620
C -3.23 2.57 4.20  -1.0848
C -2.20 3.48 3.49  -1.0059
C -2.08 2.77 2.13  -0.1104
O -2.19 1.40 2.51  -0.1554
C -3.34 3.03 1.29  0.0156
C -3.10 2.72 -0.22  -0.4012
O -3.61 3.51 -1.03  -0.8319
O -2.37 1.71 -0.49  -0.1595
H -5.19 2.66 2.43  0.4517
H -3.79 0.52 3.48  0.5537
H -4.15 3.09 4.48  0.4122
H -2.81 2.11 5.10  0.3145
H -2.52 4.51 3.40  0.4004
H -1.24 3.46 4.01  0.3149
H -1.14 2.94 1.59  0.5537
H -3.65 4.07 1.33  0.3103
C 1.46 0.07 2.96  -1.4585
N 0.16 -0.55 2.79  0.5062
C -0.32 -1.17 3.80  -0.4747
C -1.55 -1.88 3.79  0.0002
C -2.08 -2.67 4.82  -0.9172
C -3.28 -3.19 4.33  -0.6949
C -3.42 -2.68 3.03  -0.9511
N -2.39 -1.89 2.71  0.6041
C 2.54 -0.95 3.26  0.6935
C 2.55 -2.16 2.57  -0.0111
C 3.48 -3.14 2.89  -0.7098
C 4.41 -2.92 3.90  -0.4154
C 4.41 -1.72 4.58  -0.5158
C 3.47 -0.74 4.27  -0.4672
H 1.43 0.80 3.78  0.3238
H 1.69 0.61 2.03  0.2107
H 0.25 -1.22 4.74  0.2084
H -1.63 -2.85 5.79  0.4389
H -3.96 -3.86 4.84  0.4228
H -4.22 -2.84 2.33  0.4452
H 1.82 -2.31 1.78  0.4599
H 3.46 -4.09 2.36  0.3934
H 5.13 -3.69 4.15  0.3605
H 5.14 -1.54 5.36  0.3640
H 3.46 0.19 4.82  0.3358
C -2.06 -0.40 -3.94  -0.8753
N -3.32 -0.17 -3.28  0.3518
C -4.17 0.89 -3.49  -0.1935
C -5.16 0.79 -2.58  -0.7617
N -4.92 -0.34 -1.84  0.1643
C -3.76 -0.91 -2.24  -0.0667
S -3.05 -2.32 -1.64  -0.4195
H -1.93 0.33 -4.73  0.2536
H -2.02 -1.41 -4.35  0.4312
H -1.25 -0.31 -3.20  0.1064
H -3.97 1.65 -4.22  0.3908
H -5.99 1.44 -2.36  0.4214
H -5.26 -0.48 -0.89  0.3539
C 0.44 -0.67 -0.75  -1.0915
Ge 1.89 -0.25 -1.96  1.8711
C 3.75 -0.69 -1.39  -0.2552
C 4.41 0.07 -0.43  -0.1384
C 5.71 -0.23 -0.04  -0.7544
C 6.36 -1.32 -0.60  -0.4526
C 5.70 -2.12 -1.52  -0.5874
C 4.41 -1.81 -1.91  -0.2552
C 2.06 1.64 -2.61  -0.1540
C 0.89 2.34 -2.93  -0.1952
C 0.92 3.69 -3.24  -0.7963
C 2.12 4.38 -3.22  -0.3595
C 3.29 3.71 -2.91  -0.6102
C 3.26 2.36 -2.61  -0.1917
C 1.58 -1.36 -3.59  -0.1756
C 0.64 -2.38 -3.48  -0.5335
C 0.30 -3.17 -4.57  -0.5083
C 0.93 -2.97 -5.79  -0.4276
C 1.88 -1.97 -5.92  -0.5693
C 2.20 -1.16 -4.83  0.0241
H 3.90 0.92 0.02  0.5301
H 6.22 0.40 0.68  0.3862
H 7.38 -1.55 -0.31  0.3577
H 6.20 -2.99 -1.94  0.3806
H 3.90 -2.43 -2.63  0.2976
H -0.05 1.81 -2.91  0.2557
H -0.01 4.20 -3.47  0.4269
H 2.14 5.44 -3.45  0.3409
H 4.23 4.25 -2.89  0.3703
H 4.19 1.84 -2.37  0.3566
H 0.14 -2.54 -2.53  0.2000
H -0.46 -3.93 -4.46  0.3950
H 0.68 -3.59 -6.65  0.3404
H 2.39 -1.81 -6.87  0.3542
H 2.93 -0.37 -4.94  0.3189

Entry 3:
DFT (wB97M-V/def2-TZVPD) results for a 2-piece molecular cluster, C5H8N4O3 overall at a distorted geometry.

## Properties
Net charge ... 0
Lowest unoccupied orbital energy ... 0.365 eV
Energy relative to the best compared isomer or geometry (same formula, charge and spin) ... 149.5 kJ/mol

Last column: natural (NBO) charge in e.
Element x y z (Å)
C 1.83 -1.25 -3.11  -0.2710
O 0.78 -0.31 -2.76  -0.5034
C -0.16 -0.76 -1.93  0.6980
O -0.41 -1.91 -1.80  -0.5710
C -1.03 0.41 -1.50  0.3417
O -2.20 0.34 -1.19  -0.4936
H 1.68 -2.22 -2.66  0.2149
H 2.78 -0.82 -2.79  0.1946
H 1.83 -1.31 -4.22  0.1952
H -0.49 1.37 -1.58  0.1484
C -1.01 0.68 3.61  -0.4163
N -0.63 0.81 2.22  -0.1905
C -0.12 -0.10 1.44  0.1813
N 0.50 0.48 0.45  -0.3452
N 0.43 1.83 0.66  -0.0466
N -0.28 2.01 1.70  -0.0562
H -1.66 1.53 3.90  0.2415
H -0.13 0.69 4.26  0.2173
H -1.54 -0.29 3.78  0.2257
H -0.16 -1.18 1.54  0.2351

Entry 4:
DFT (wB97M-V/def2-TZVPD) results for C44H52N7ReS as an isolated structure.

## Properties
Net charge ... +3
<S²> ... 0.7569
Multiplicity ... 2
Lowest unoccupied orbital energy (alpha / beta) ... -9.377 / -9.104 eV

Last column: Mulliken spin population.
Element x y z (Å)
Re 0.04 -0.86 -0.99  1.0475
C -4.06 4.82 -0.45  0.0000
C -4.52 3.77 -1.47  0.0006
C -4.60 4.42 -2.85  0.0001
C -5.90 3.23 -1.07  0.0001
C -3.53 2.61 -1.45  -0.0012
C -2.82 2.19 -2.57  -0.0025
C -1.93 1.14 -2.47  0.0040
N -1.69 0.49 -1.32  0.0822
C -2.38 0.88 -0.22  -0.0168
C -3.29 1.91 -0.26  -0.0026
C -2.05 0.12 0.99  0.0323
C -2.73 0.25 2.18  -0.0028
C -2.37 -0.51 3.30  -0.0014
C -1.31 -1.41 3.12  -0.0002
C -0.67 -1.50 1.91  0.0177
N -1.00 -0.73 0.85  -0.0383
C -3.06 -0.39 4.64  0.0012
C -4.13 0.70 4.64  0.0001
C -3.71 -1.74 4.98  0.0004
C -2.00 -0.05 5.70  0.0003
H -4.73 5.67 -0.47  0.0000
H -3.05 5.18 -0.68  0.0002
H -4.06 4.43 0.57  0.0000
H -5.29 5.26 -2.80  0.0000
H -4.98 3.73 -3.61  -0.0001
H -3.64 4.81 -3.18  -0.0001
H -6.62 4.05 -1.09  0.0000
H -5.91 2.81 -0.07  -0.0001
H -6.25 2.46 -1.77  0.0000
H -2.95 2.66 -3.53  -0.0004
H -1.39 0.79 -3.34  -0.0003
H -3.81 2.20 0.64  0.0002
H -3.56 0.93 2.25  0.0001
H -0.99 -2.06 3.92  0.0000
H 0.15 -2.19 1.77  -0.0047
H -4.95 0.47 3.95  0.0000
H -3.72 1.68 4.40  0.0000
H -4.57 0.77 5.64  0.0000
H -4.49 -2.00 4.26  0.0000
H -4.16 -1.69 5.97  0.0000
H -2.98 -2.55 5.00  0.0000
H -1.48 0.89 5.47  0.0001
H -1.26 -0.84 5.82  -0.0001
H -2.49 0.08 6.67  0.0000
C 5.87 2.29 -0.70  -0.0002
C 6.05 1.33 0.45  -0.0002
C 7.26 1.22 1.12  0.0001
C 7.44 0.34 2.17  0.0002
C 6.38 -0.44 2.61  -0.0002
C 5.15 -0.35 1.97  0.0011
C 5.01 0.51 0.89  0.0011
N 3.74 0.65 0.21  0.0003
C 2.85 -0.30 -0.05  0.0204
N 3.17 -1.57 0.11  -0.0099
C 2.33 -2.70 -0.02  -0.0300
C 1.01 -2.56 -0.41  -0.0563
C 0.22 -3.73 -0.42  -0.0892
C 0.75 -4.96 -0.10  -0.0039
C 2.11 -5.07 0.23  -0.0036
C 2.92 -3.95 0.28  0.0042
C 4.37 -4.06 0.66  0.0009
N 1.61 0.07 -0.51  0.0381
C 1.33 1.49 -0.71  0.0411
C 0.69 2.18 0.32  0.0066
C 0.34 3.50 0.14  -0.0085
C 0.65 4.13 -1.06  0.0230
C 1.33 3.44 -2.06  -0.0133
C 1.69 2.11 -1.91  -0.0050
C 2.48 1.40 -2.99  0.0082
H 6.80 2.81 -0.91  -0.0001
H 5.12 3.06 -0.48  -0.0001
H 5.57 1.77 -1.61  -0.0001
H 8.09 1.85 0.79  0.0000
H 8.40 0.28 2.67  0.0000
H 6.50 -1.10 3.45  0.0000
H 4.31 -0.91 2.36  0.0004
H 3.51 1.58 -0.12  -0.0040
H 4.13 -1.73 0.38  0.0011
H -0.83 -3.67 -0.67  -0.0100
H 0.13 -5.85 -0.10  0.0002
H 2.53 -6.03 0.47  0.0001
H 4.66 -5.10 0.79  0.0000
H 4.59 -3.55 1.61  0.0001
H 5.03 -3.64 -0.10  0.0000
H 0.47 1.67 1.25  0.0017
H -0.16 4.05 0.93  0.0000
H 0.40 5.17 -1.21  0.0000
H 1.59 3.95 -2.98  0.0005
H 2.59 2.05 -3.85  0.0004
H 2.02 0.47 -3.32  -0.0005
H 3.48 1.15 -2.64  0.0002
C -2.54 -3.11 -4.03  0.0001
N -1.21 -3.72 -3.87  -0.0018
C -0.92 -5.05 -4.09  -0.0004
C 0.40 -5.22 -3.87  0.0001
N 0.89 -3.99 -3.51  0.0004
C -0.09 -3.09 -3.50  0.0006
S 0.07 -1.35 -3.26  -0.0292
H -3.22 -3.89 -4.38  0.0000
H -2.49 -2.31 -4.76  0.0000
H -2.89 -2.73 -3.07  -0.0002
H -1.68 -5.75 -4.40  0.0000
H 1.02 -6.10 -3.94  0.0000
H 1.84 -3.78 -3.27  -0.0001

Entry 5:
DFT (wB97M-V/def2-TZVPD) results for C6H9CrN2O12 as an isolated structure at a distorted geometry.

## Properties
Net charge ... -2
<S²> ... 8.7619
Multiplicity ... 6
Lowest unoccupied orbital energy (alpha / beta) ... 4.852 / 2.372 eV
Energy relative to the best compared isomer or geometry (same formula, charge and spin) ... 62.2 kJ/mol

Last column: natural (NBO) charge in e.
Element x y z (Å)
Cr 16.81 14.99 -4.52  1.4319
N 16.42 12.37 -2.57  0.7559
O 17.31 11.67 -3.03  -0.5269
O 15.71 11.92 -1.75  -0.5053
O 16.28 13.52 -2.96  -0.6026
N 14.85 13.22 -6.71  0.7219
O 15.76 13.47 -5.84  -0.5995
O 14.14 14.23 -6.94  -0.5140
O 14.48 12.09 -7.02  -0.5005
C 17.39 17.03 -8.28  -0.7211
C 16.38 16.99 -7.21  0.7802
O 15.29 17.60 -7.32  -0.7348
O 16.66 16.13 -6.38  -0.7536
H 17.69 15.98 -8.31  0.2342
H 18.20 17.68 -7.98  0.2040
H 16.88 17.32 -9.20  0.2015
C 13.44 17.15 -2.68  -0.7237
C 14.56 16.56 -3.49  0.7302
O 14.29 16.19 -4.68  -0.1673
O 15.73 16.54 -3.21  -0.5851
H 13.84 17.87 -1.96  0.2327
H 12.97 16.34 -2.13  0.2441
H 12.77 17.74 -3.31  0.2361
C 20.35 14.10 -2.71  -0.7282
C 19.38 14.64 -3.76  0.7571
O 19.13 13.91 -4.73  -0.7147
O 18.67 15.70 -3.65  -0.8051
H 21.17 13.57 -3.20  0.2158
H 19.99 13.25 -2.14  0.2422
H 20.70 14.76 -1.91  0.1945

Number 1: DFT total energy -4236.47627 hartree. Number 2: DFT total energy -4947.17434 hartree. Number 3: DFT total energy -639.99310 hartree. Number 4: DFT total energy -2566.87893 hartree. Number 5: DFT total energy -2290.70336 hartree.